C3H9NO2 | wB97M-V/def2-TZVPD

Output
SMILES: CCC(N)=O.O
E: -324.962474 Eh
Energy relative to the best compared isomer or geometry (same formula, charge and spin): 6.4 kcal per mole
HOMO-LUMO gap: 0.40753 Ha
LUMO: 0.8 eV

Cartesian coordinates (Å):
1 C 1.50 0.15 -0.07
2 C 0.50 -0.79 -0.73
3 C -0.94 -0.45 -0.46
4 N -1.84 -1.30 -1.06
5 O -1.30 0.45 0.27
6 H 1.52 0.08 1.02
7 H 2.53 0.00 -0.41
8 H 1.25 1.19 -0.32
9 H 0.69 -1.83 -0.44
10 H 0.82 -0.82 -1.78
11 H -1.63 -2.01 -1.74
12 H -2.83 -1.22 -0.85
13 O -0.02 2.02 2.49
14 H 0.30 2.91 2.31
15 H -0.54 1.62 1.76